82
Properties=species:S:1:pos:R:3:forces:R:3 method="wB97M-V/def2-TZVPD" charge=+1 total_energy_ha=-2682.660512 lumo_ev=-2.8 gap_ev=6.6 e_above_lowest_kj_mol=0.0
Tl 0.997259 -0.049132 1.697810 0.13 0.02 0.03
N 1.837187 -2.945553 2.143390 0.05 0.04 0.04
N 1.218687 -4.021657 1.525577 0.04 0.02 0.01
C 0.140176 -3.823725 0.743408 -0.11 -0.01 -0.07
N -0.405957 -4.910472 0.197235 -0.06 0.01 0.07
N -0.241864 -2.547272 0.586050 0.01 -0.11 -0.02
N -1.377648 -2.282643 -0.107220 0.16 -0.05 -0.08
O -2.097467 -3.150768 -0.591667 -0.05 -0.05 0.02
O -1.639303 -1.090241 -0.209392 -0.04 0.05 0.02
H 2.784626 -2.793276 1.816359 -0.02 -0.01 -0.02
H 1.833574 -3.027323 3.153057 0.00 0.01 -0.01
H 1.583329 -4.957328 1.629500 0.00 0.02 -0.01
H -0.067383 -5.826240 0.436173 0.00 0.00 -0.01
H -1.263133 -4.795750 -0.322816 0.03 0.01 -0.01
C -0.395020 4.273691 0.897130 0.02 -0.03 0.02
C 0.197171 3.094790 1.306243 -0.04 0.01 -0.02
N 0.091165 1.965335 0.596402 0.06 0.06 0.12
C -0.565050 1.982427 -0.556690 0.00 -0.07 0.01
C -1.163991 3.129358 -1.062981 0.00 0.01 0.02
C -1.098424 4.285187 -0.298783 0.01 -0.01 -0.02
C -1.849297 3.090140 -2.370909 -0.07 0.04 0.04
C -1.296718 2.777940 -3.541071 0.00 0.02 -0.04
C 0.129552 2.510456 -3.799451 0.03 -0.05 0.02
C 0.530817 1.941173 -5.004868 -0.01 0.02 -0.01
C 1.886419 1.737859 -5.188767 0.00 -0.05 0.03
N 2.788015 2.056577 -4.261561 0.00 -0.11 0.04
C 2.302207 2.598680 -3.147741 0.03 0.30 -0.13
N 1.031554 2.853092 -2.874172 0.02 -0.06 -0.01
H -0.295124 5.165985 1.498455 0.00 0.01 0.00
H 0.771678 3.035702 2.224777 0.02 0.00 0.01
H -0.608565 1.045692 -1.098222 0.01 0.01 0.00
H -1.560604 5.197557 -0.654244 -0.01 0.00 0.01
H -2.906542 3.336055 -2.361569 0.00 -0.01 -0.01
H -1.938074 2.745478 -4.414253 0.00 -0.01 -0.01
H -0.186626 1.677694 -5.769719 0.00 0.01 -0.01
H 2.265802 1.296879 -6.103917 0.01 0.02 -0.01
H 3.025751 2.907234 -2.400657 -0.05 -0.10 0.00
C 4.468738 1.463724 -0.427722 0.01 -0.04 0.05
C 4.738479 -0.025991 -0.609289 -0.03 0.07 0.05
C 4.000648 -0.605311 -1.815781 -0.04 -0.04 0.00
S 2.397723 -1.301057 -1.365084 -0.02 0.03 0.02
O 1.610540 -0.209632 -0.656222 -0.10 -0.03 -0.04
C 1.705072 -1.313393 -3.031187 0.02 0.08 0.00
C 0.298882 -1.886919 -3.088572 -0.03 0.02 0.02
C 0.269056 -3.401863 -2.939225 0.02 -0.01 0.00
H 5.002987 1.846379 0.440297 0.01 0.00 0.01
H 3.405213 1.645906 -0.266518 0.00 0.01 -0.02
H 4.792764 2.023690 -1.307750 0.03 -0.01 0.01
H 4.454927 -0.549655 0.308267 0.02 -0.05 0.00
H 5.806831 -0.199125 -0.747119 0.00 0.01 -0.01
H 4.532748 -1.449162 -2.263154 0.00 -0.01 0.02
H 3.838324 0.147635 -2.589888 0.00 0.02 -0.02
H 2.401152 -1.876419 -3.658530 0.01 -0.01 0.00
H 1.730596 -0.264612 -3.333559 -0.02 -0.01 -0.02
H -0.135794 -1.599266 -4.048633 0.01 -0.02 -0.01
H -0.318902 -1.398885 -2.330154 0.03 0.00 0.00
H 0.797782 -3.883457 -3.763471 0.01 0.00 -0.01
H -0.754010 -3.774711 -2.931263 -0.01 0.00 -0.01
H 0.751715 -3.719483 -2.011845 -0.01 0.01 -0.02
Te 3.146590 0.163721 3.209224 -0.05 0.01 -0.05
C -1.078869 1.807807 4.869767 0.01 0.01 0.01
C -1.800797 0.471853 4.714304 0.00 0.00 -0.01
Sb -1.730484 -0.190430 2.683320 -0.05 -0.01 0.00
C -3.074081 1.168072 1.731192 0.01 0.04 0.01
C -4.505803 1.092980 2.247385 0.00 -0.02 0.04
C -2.840136 -2.023424 2.722159 0.02 0.01 -0.02
C -3.742023 -2.168523 3.943590 0.01 0.01 0.01
H -1.132269 2.156951 5.901210 0.00 0.01 0.01
H -1.525870 2.581700 4.241475 0.00 0.01 -0.01
H -0.021202 1.723185 4.609317 0.00 0.00 -0.01
H -2.845028 0.540549 5.021616 -0.01 -0.02 -0.02
H -1.330509 -0.301444 5.322927 0.01 0.00 0.00
H -3.018854 0.943048 0.666519 0.00 -0.03 0.00
H -2.648983 2.163984 1.874349 0.00 0.01 -0.01
H -4.940201 0.105381 2.086675 0.00 0.00 -0.01
H -5.137863 1.813662 1.726637 0.00 0.01 0.00
H -4.566278 1.317874 3.313570 0.00 0.00 0.00
H -2.114289 -2.836229 2.670689 -0.01 0.01 0.02
H -3.412713 -2.044457 1.793104 -0.02 0.00 0.00
H -3.168040 -2.165808 4.870422 0.00 0.00 0.01
H -4.292152 -3.109515 3.900160 0.00 0.00 0.00
H -4.473791 -1.362929 4.005895 0.00 0.00 0.00

---

71
Properties=species:S:1:pos:R:3:forces:R:3 method="wB97M-V/def2-TZVPD" charge=+2 total_energy_ha=-2620.879851 s_squared=1.030 spin_multiplicity=2 lumo_ev="-7.7 / -6.6" gap_ev="4.7 / 5.9" e_above_lowest_kj_mol=0.0
P -0.258561 -1.625452 -5.024814 2.10 -0.99 -1.93
P 0.232184 2.034718 -5.233269 0.06 -0.74 0.12
C -0.527940 -0.430593 -6.358300 -0.10 0.94 -0.51
C 0.429035 0.770149 -6.532875 0.24 0.60 -0.36
H -1.584075 -0.105301 -6.366345 0.39 -0.12 0.11
H -0.389008 -1.056228 -7.247538 -0.24 -0.22 0.08
H 1.493451 0.471288 -6.547701 -0.49 -0.01 -0.23
H 0.194627 1.353085 -7.433413 0.15 -0.92 -0.46
C -1.249067 2.927465 -5.796490 0.28 0.28 -0.32
H -1.403047 3.773217 -5.098566 -0.18 -0.35 -0.51
H -2.144361 2.271864 -5.833511 0.56 0.53 0.00
H -0.978922 3.296513 -6.807147 -0.62 0.10 0.46
C 1.586061 3.175582 -5.422936 0.04 0.37 -0.78
H 1.333639 3.818450 -6.266093 0.62 0.38 0.00
H 2.517072 2.631357 -5.601007 -0.03 0.19 -0.04
H 1.665068 3.742044 -4.493956 0.08 0.16 -0.22
C -1.527705 -2.882433 -5.308375 -0.46 0.08 0.37
H -1.623069 -3.635428 -4.511761 0.12 0.32 -0.24
H -1.216852 -3.380774 -6.239986 -0.06 0.12 0.30
H -2.504160 -2.408670 -5.497368 0.31 -0.17 0.21
C 1.314831 -2.420491 -5.472891 -0.44 -0.26 -0.59
H 2.109229 -1.650343 -5.443805 -0.28 -0.56 -0.15
H 1.163258 -2.836988 -6.479081 0.61 0.08 0.20
H 1.523010 -3.234135 -4.752050 -0.01 0.41 -0.49
V 0.077164 -0.463687 -0.650845 -1.74 0.13 0.96
C 0.419129 2.363906 -2.411158 -1.49 -1.13 1.80
C -0.908852 2.268216 -2.621815 0.18 -0.71 1.48
C -1.569761 1.061335 -3.224827 -0.68 -0.35 -0.41
C -1.945105 -0.229161 -2.471126 -0.36 0.59 -0.76
C -0.861168 -1.265601 -2.418167 1.07 -0.36 2.51
C 0.317891 -1.210267 -3.390764 -0.76 -0.03 3.01
C 1.305190 -0.017421 -3.216268 0.96 -0.04 -0.90
C 1.240480 1.077291 -2.078877 1.40 1.54 -2.66
C 1.621122 -1.250124 0.436646 -0.69 0.11 -0.61
H 0.860156 3.318490 -2.099962 -0.13 -0.48 0.08
H -1.587496 3.037717 -2.269267 0.20 0.54 -0.77
H -0.932376 0.734775 -4.090873 -0.54 0.52 0.77
H -2.496991 1.438558 -3.676076 0.10 -0.15 0.15
H -2.384434 0.041877 -1.517029 0.01 -0.25 0.31
H -2.779315 -0.675879 -3.028858 -0.10 0.02 0.08
H -1.202242 -2.295842 -2.131618 0.23 0.81 -0.53
H 0.969803 -2.039591 -3.045715 -0.76 -0.14 -0.78
H 1.325651 0.572042 -4.171199 -0.47 -0.08 1.16
H 2.328102 -0.432598 -3.278600 -0.45 -0.08 0.76
H 1.233057 0.792213 -0.970625 0.92 1.10 -0.83
H 2.279812 1.484348 -2.209480 -0.57 -0.75 0.97
H 2.384074 -0.617314 0.935078 -0.52 -0.38 -0.39
H 2.079781 -2.028006 -0.216074 -0.21 0.23 0.52
H 0.919658 -1.683998 1.189992 0.66 -0.19 -0.30
C 1.321986 2.551099 3.961240 -0.31 0.33 0.47
N 1.050050 1.567999 2.960726 0.62 0.18 -1.05
C 0.692360 0.270647 3.430506 -0.25 -0.30 0.24
C 0.570340 2.018706 1.669257 0.52 0.04 0.52
C -0.854095 1.631615 1.433196 -0.10 0.89 0.00
C -1.816864 2.435785 2.064430 -0.27 -0.57 0.00
C -3.149045 2.013637 2.089881 0.43 -0.13 0.03
C -3.504776 0.798230 1.481192 0.31 -0.41 -0.10
C -2.533223 0.024310 0.817490 -0.47 0.48 0.21
C -1.216478 0.493111 0.720950 0.75 -0.85 -0.49
H 1.999346 2.098223 4.695257 -0.08 0.35 -0.05
H 0.399380 2.868357 4.487334 0.30 0.08 0.05
H 1.795348 3.434221 3.510613 -0.06 -0.25 0.23
H -0.353201 0.207332 3.782544 0.11 -0.13 -0.04
H 0.848139 -0.478107 2.642803 -0.10 0.22 0.47
H 1.344360 0.041354 4.279783 -0.14 -0.20 -0.17
H 0.659744 3.112271 1.670082 0.09 -0.25 -0.27
H 1.241661 1.607486 0.894734 -0.09 0.05 -0.23
H -1.476132 3.348928 2.575547 -0.35 -0.48 -0.22
H -3.881903 2.591920 2.653431 0.08 -0.16 -0.33
H -4.532000 0.433901 1.546446 0.33 0.12 0.00
H -2.788826 -0.945201 0.381841 -0.25 0.28 0.10

---

81
Properties=species:S:1:pos:R:3:forces:R:3 method="wB97M-V/def2-TZVPD" charge=-1 total_energy_ha=-3479.711575 lumo_ev=2.0 gap_ev=6.1
C 0.031418 3.391102 -2.072992 0.18 0.13 -0.12
C 0.260031 3.897610 -0.676124 0.84 0.65 0.66
H -0.685785 4.012370 -2.614390 0.10 -0.08 -0.07
H -0.337707 2.349608 -2.086037 0.14 0.44 0.22
H 0.982562 3.390470 -2.625053 -0.19 0.03 0.01
C -0.196001 5.012478 -0.103315 0.12 -0.20 -0.25
C -0.969936 6.068951 -0.788486 -0.33 0.41 -0.11
H -0.058268 5.160310 0.974387 0.26 -0.05 -0.40
H -1.204857 5.805893 -1.822706 0.01 0.15 0.10
H -0.392986 6.997964 -0.780540 -0.13 0.16 -0.16
H -1.906510 6.273539 -0.258672 -0.08 0.07 -0.09
Ba 0.351170 -0.186088 0.328773 -0.08 1.87 -0.54
Cl 3.177115 -0.283406 -0.558178 0.11 -0.40 0.15
Cl -0.882384 -0.403310 -2.378504 -0.08 -0.24 -0.02
H 0.601465 -5.872893 1.053858 -0.20 0.03 -0.11
H 1.811565 -5.861370 -1.384349 0.13 0.06 0.33
C -0.151016 -5.232235 0.575187 0.17 0.11 -0.27
C 1.007932 -5.180334 -1.659040 0.02 0.18 -0.25
N 0.453699 -4.475944 -0.521404 -0.05 -0.51 -0.05
H -0.498075 -4.465158 1.270404 -0.08 -0.50 0.08
C 0.485791 -3.150626 -0.378555 -0.16 0.49 1.01
O 0.081511 -2.634734 0.694942 0.62 -1.12 -1.34
H 1.412236 -4.465934 -2.370629 0.00 0.14 -0.01
H 0.896644 -2.543705 -1.229538 -0.28 -0.49 0.51
H -0.992404 -5.828431 0.202234 0.22 0.03 0.09
H 0.268847 -5.785049 -2.179157 -0.34 0.06 0.05
H -2.587775 2.605261 -0.775020 0.00 -0.29 0.17
H -2.655220 3.820554 1.468432 0.07 -0.20 -0.02
C -3.152762 1.761984 -0.353203 -0.14 0.16 0.16
C -3.291398 2.992388 1.803658 0.38 -0.24 -0.14
N -2.985390 1.761323 1.095353 0.04 -0.52 0.43
H -2.784366 0.826105 -0.789902 -0.13 0.28 0.16
C -2.517642 0.683408 1.770906 -0.32 1.15 0.25
O -2.398216 -0.451467 1.333005 0.39 -0.02 -0.20
H -3.131868 2.819753 2.873709 -0.08 0.18 -0.17
H -2.216102 0.939222 2.824869 -0.35 -0.18 -0.54
H -4.217939 1.911776 -0.575764 0.10 -0.17 -0.14
H -4.336152 3.268518 1.628536 0.00 -0.04 0.09
O -0.296399 2.201486 0.484910 -0.58 -2.10 0.71
C 0.875949 2.863162 0.244741 -0.81 0.05 0.14
C 0.739467 3.242691 2.748253 0.30 0.04 -0.14
C 1.493671 3.295442 1.575173 0.21 0.55 -0.72
H -0.255377 2.795507 2.705222 0.28 0.22 -0.10
C 1.276832 3.717269 3.940306 0.13 0.01 -0.39
H 1.654565 2.295807 -0.323106 -0.05 -0.08 0.16
C 2.801062 3.792303 1.587035 -0.45 -0.01 0.53
H 0.659895 3.641814 4.832235 0.29 0.14 0.07
C 2.563670 4.263381 3.950750 -0.25 -0.04 0.09
C 3.325942 4.296177 2.776763 -0.08 -0.09 0.00
H 3.361064 3.770417 0.651533 0.01 0.13 0.29
H 2.953995 4.662275 4.886899 0.08 -0.07 -0.23
H 4.328096 4.719313 2.790967 -0.11 -0.08 0.06
Si -2.650399 -1.896011 -6.427080 0.33 -0.30 0.36
Cl -2.992483 0.046739 -7.050470 -0.13 0.30 -0.23
C -4.061149 -2.347801 -5.280994 0.02 0.02 -0.09
C -0.996806 -1.896152 -5.567254 -0.14 0.03 -0.03
C -2.639470 -2.982372 -7.962421 -0.09 0.04 -0.04
H -4.078829 -1.662449 -4.423806 0.04 -0.16 -0.16
H -3.930648 -3.371529 -4.906753 -0.05 0.16 -0.02
H -5.024125 -2.285135 -5.804370 0.17 -0.02 0.12
H -3.600008 -2.927418 -8.491429 0.18 -0.02 0.10
H -2.457476 -4.030227 -7.687771 -0.03 0.17 -0.04
H -1.850140 -2.667307 -8.657514 -0.15 -0.06 0.16
H -1.004028 -1.225150 -4.691334 0.00 -0.22 -0.27
H -0.204037 -1.569019 -6.252973 -0.13 -0.10 0.12
H -0.758572 -2.904423 -5.202752 0.02 0.13 -0.07
S 1.061540 0.116555 3.525229 0.41 -0.61 -0.12
C 2.077236 -1.202816 3.846107 -0.19 -0.29 -0.22
N 2.384888 -2.219466 2.996003 -0.41 0.43 -0.08
C 3.039529 -3.482344 3.373813 0.25 0.31 -0.34
C 3.186595 -3.587642 4.882828 -0.14 -0.28 0.18
C 3.660112 -2.250603 5.417663 -0.30 0.38 -0.20
N 2.625205 -1.284503 5.074535 0.18 0.52 0.67
H 2.061558 -2.122005 2.029077 0.19 -0.10 0.70
H 4.036592 -3.512302 2.909697 -0.21 -0.05 0.02
H 2.452647 -4.320460 2.973494 0.10 0.21 0.09
H 3.876616 -4.388898 5.160953 -0.01 0.05 -0.21
H 2.215779 -3.826248 5.326874 0.06 0.07 0.05
H 4.617517 -1.975954 4.945878 -0.11 -0.04 0.19
H 3.770765 -2.233010 6.503208 0.08 -0.14 -0.12
H 2.427934 -0.478999 5.673188 0.20 -0.60 -0.44